Record 1
74
Properties=species:S:1:pos:R:3:forces:R:3 method="wB97M-V/def2-TZVPD" gap_ev=8.729 smiles="CCCN1C(=O)c2c(Cl)c(-c3ccccn3)c(N)c(CCCCN)c2C1=O.CC(C)O.CC(C)O" e_lumo_ev=-0.387
C -2.97623 -4.25860 4.59558 0.441 0.886 -1.025
C -1.63488 -3.43244 4.87168 -0.795 -1.556 0.121
C -0.45035 -4.32130 4.32070 -0.370 -0.141 1.417
N 0.77995 -3.55774 3.92434 0.112 -1.902 0.167
C 0.87373 -3.73267 2.48120 -0.336 3.256 0.122
O 1.21033 -4.70743 1.88505 -0.353 0.182 0.465
C 0.41709 -2.32844 1.97132 -0.172 0.981 -0.472
C -0.00115 -1.94224 0.63633 0.157 1.822 2.040
Cl -0.05399 -3.08523 -0.72013 0.039 0.987 1.258
C -0.41013 -0.52632 0.46280 0.457 -0.671 0.778
C -0.91638 -0.06346 -0.93926 -1.004 -0.108 1.202
C -2.35048 0.16323 -1.06155 1.355 0.619 -2.629
C -2.83804 0.61374 -2.38036 2.351 -0.601 0.978
C -1.83982 0.78023 -3.44366 -0.142 -0.868 2.688
C -0.45607 0.47099 -3.10241 -0.962 0.226 -1.112
N 0.03156 0.05394 -1.90482 -2.552 0.628 -0.322
C -0.35524 0.40981 1.59238 0.583 -1.513 0.234
N -0.77479 1.79525 1.33680 -0.013 -1.021 0.956
C 0.08076 0.00270 2.95831 0.267 -1.575 -1.046
C 0.11823 0.97255 4.17467 -0.194 -0.371 0.091
C -1.06531 0.71477 5.20345 -0.466 0.406 -0.247
C -2.50080 0.80126 4.55233 0.563 0.912 1.167
C -2.92115 2.32190 4.30496 -0.303 -1.064 -0.021
N -3.91060 2.38369 3.19490 0.085 0.126 0.514
C 0.44490 -1.39200 3.12340 -0.137 0.393 -2.449
C 0.90714 -2.21067 4.37426 -1.209 0.970 -2.574
O 1.24451 -1.78055 5.43984 -0.286 -0.694 -0.197
H -3.20672 -4.07402 3.50318 0.094 -0.379 1.060
H -2.83094 -5.36187 4.70462 -0.244 0.947 0.276
H -3.85186 -3.85495 5.16446 0.843 -0.597 -0.267
H -1.77210 -2.45598 4.34563 0.487 -0.647 0.646
H -1.50189 -3.34788 5.97955 -0.063 0.493 -0.988
H -0.14808 -5.03736 5.13705 -0.560 0.479 -0.953
H -0.84515 -4.89589 3.43687 0.718 0.519 0.808
H -3.02030 -0.00197 -0.18964 0.616 0.198 -0.872
H -3.92497 0.80584 -2.50245 0.988 -0.119 -0.143
H -2.14106 1.09448 -4.46753 0.426 -0.287 0.981
H 0.28940 0.57059 -3.93500 -0.619 -0.136 1.020
H -0.06665 2.43823 1.71346 -0.286 -0.359 -0.299
H -1.59135 1.91992 1.95333 0.324 0.364 -0.523
H 1.06343 0.83465 4.77296 -0.803 0.104 -0.894
H 0.08725 2.02837 3.79034 0.002 -0.975 0.528
H -1.01195 1.52986 5.98344 0.047 -0.876 -0.646
H -0.95778 -0.26559 5.73773 0.196 0.843 -0.620
H -2.54257 0.19238 3.60900 -0.051 0.577 0.773
H -3.23731 0.40464 5.30737 0.620 0.045 -0.967
H -2.02561 2.97695 4.11976 -0.832 -0.616 -0.048
H -3.44366 2.72112 5.22013 0.749 -0.359 -0.827
H -4.82761 2.16682 3.59330 0.326 0.111 -0.338
H -3.71635 1.63748 2.52479 -0.112 0.291 0.178
C 1.24447 3.51971 -3.25267 0.097 -0.197 0.185
C 2.03913 3.47594 -4.54813 -0.570 0.465 0.111
C 2.04753 4.83051 -5.23880 0.219 0.030 -0.199
O 1.46969 2.49950 -5.42466 0.279 -0.367 -0.095
H 0.20016 3.78632 -3.44479 0.054 0.107 -0.051
H 1.23755 2.53941 -2.77314 0.101 0.082 0.021
H 1.66652 4.24641 -2.55520 -0.042 -0.007 -0.029
H 3.06469 3.16390 -4.33901 -0.087 -0.183 -0.138
H 1.03078 5.14126 -5.49834 -0.015 -0.012 0.145
H 2.61229 4.78161 -6.17251 0.033 -0.004 0.083
H 2.49350 5.59601 -4.60057 -0.046 -0.011 -0.029
H 0.56219 2.76567 -5.61651 0.101 0.002 0.039
C 4.92283 -0.49652 -5.81785 0.246 0.004 0.097
C 3.77389 -1.20693 -5.11839 -0.211 0.418 -0.509
C 2.85688 -1.89298 -6.11940 -0.116 -0.244 0.049
O 3.02526 -0.26416 -4.35650 0.011 -0.048 0.232
H 4.54723 0.27989 -6.49142 -0.077 -0.111 -0.045
H 5.56667 0.00014 -5.08869 -0.019 -0.093 0.000
H 5.52747 -1.19800 -6.39740 -0.009 0.053 -0.009
H 4.17070 -1.94532 -4.41802 -0.105 0.124 0.111
H 2.41239 -1.16311 -6.80301 0.140 0.034 -0.014
H 2.03141 -2.38952 -5.60456 0.093 -0.014 0.020
H 3.39944 -2.63647 -6.70796 -0.043 0.030 -0.015
H 2.66837 0.39593 -4.96689 -0.016 0.014 0.047

=====

Record 2
77
Properties=species:S:1:pos:R:3:forces:R:3 method="wB97M-V/def2-TZVPD" charge=+2 gap_ev=7.063 e_above_lowest_ev=0.223 e_lumo_ev=-4.555
Zr -0.06628 0.86718 -0.02245 -0.261 -0.737 1.068
C -2.97801 3.01230 -4.16482 -0.036 -0.035 0.117
N -2.94416 2.41881 -2.82143 -0.103 -0.003 -0.170
C -4.24465 2.14065 -2.20663 0.085 0.027 -0.111
C -1.82680 2.02611 -2.24626 0.028 0.243 0.033
O -1.80309 1.41345 -1.15527 -0.719 -0.108 -0.639
C -0.49406 2.36135 -2.89172 0.126 0.022 -0.001
O 0.51682 2.10101 -1.93002 -0.158 0.155 0.047
C 1.46062 3.13972 -1.65522 -0.095 -0.078 -0.163
C 2.09922 2.71695 -0.35265 0.213 -0.233 -0.402
O 1.90375 1.51151 -0.01159 0.778 0.408 -0.148
N 2.89781 3.52289 0.27805 0.177 0.324 0.197
C 3.48652 3.14757 1.56919 -0.002 0.046 -0.080
C 3.02072 4.92453 -0.13935 0.040 -0.083 0.080
H -3.86548 3.63387 -4.23945 -0.015 0.018 0.004
H -3.02686 2.23856 -4.93057 -0.011 -0.031 0.005
H -2.11406 3.64408 -4.34663 0.005 0.003 0.012
H -4.82637 3.06039 -2.19295 -0.004 -0.003 -0.005
H -4.09901 1.79583 -1.19030 0.028 -0.004 0.042
H -4.77987 1.38970 -2.78823 0.001 -0.014 0.000
H -0.45616 3.40035 -3.21127 -0.008 0.066 0.003
H -0.33128 1.71742 -3.75759 0.011 -0.009 -0.084
H 0.96451 4.10298 -1.56785 -0.084 0.077 0.020
H 2.21564 3.16855 -2.44371 0.043 0.037 -0.056
H 3.35842 2.08475 1.73332 -0.021 -0.059 -0.024
H 2.97799 3.69683 2.36009 -0.014 0.028 0.024
H 4.54383 3.40470 1.55864 -0.008 -0.007 -0.001
H 3.27907 5.00309 -1.19359 -0.001 -0.026 -0.015
H 3.81719 5.38353 0.43718 0.029 -0.016 -0.001
H 2.09230 5.45925 0.06610 -0.032 0.004 0.023
Se 0.17068 1.29767 2.49602 -0.002 0.263 0.602
P 1.45002 -1.37051 0.19339 -0.137 -0.298 -0.729
Se 0.06375 -1.27131 -1.56055 0.290 -0.310 -0.177
C 1.35508 -3.07270 0.82496 -0.038 0.089 0.325
C 1.54049 -3.26333 2.19625 0.004 -0.057 -0.022
C 1.52835 -4.54566 2.73293 -0.002 0.074 -0.030
C 1.32262 -5.63774 1.90178 -0.014 -0.004 -0.048
C 1.13423 -5.45039 0.53642 -0.006 0.028 -0.005
C 1.14956 -4.17206 -0.00521 0.037 -0.058 0.051
C 3.15174 -1.21572 -0.43226 0.063 -0.024 0.238
C 3.48861 -1.21181 -1.77767 0.071 0.011 -0.068
C 4.82233 -1.09888 -2.15549 -0.025 0.003 0.022
C 5.81665 -0.98745 -1.19344 -0.020 0.001 -0.021
C 5.48138 -0.98664 0.15521 -0.045 0.002 0.000
C 4.15208 -1.09660 0.53464 0.020 0.012 -0.001
H 1.70240 -2.40901 2.84566 -0.010 -0.005 -0.001
H 1.68605 -4.69066 3.79446 -0.006 0.013 -0.033
H 1.31511 -6.63845 2.31579 0.006 0.034 -0.021
H 0.98450 -6.30524 -0.11129 0.004 0.028 0.020
H 1.01077 -4.03063 -1.06967 -0.006 -0.004 0.002
H 2.71695 -1.30261 -2.53190 -0.001 -0.008 -0.004
H 5.08494 -1.10960 -3.20587 -0.010 0.001 0.023
H 6.85407 -0.90680 -1.49324 -0.038 -0.005 0.008
H 6.25485 -0.90488 0.90888 -0.034 -0.004 -0.023
H 3.89466 -1.09532 1.58954 0.010 -0.004 -0.021
C -4.07869 -0.54749 2.70432 0.053 -0.074 -0.099
C -3.06670 0.26759 1.87560 -0.018 -0.098 -0.051
N -2.21538 -0.62326 1.05568 -0.183 0.031 -0.032
C -1.66466 -1.69312 1.91187 -0.160 0.009 -0.037
C -2.78253 -2.61726 2.44044 -0.046 0.107 -0.046
N -4.09659 -1.94674 2.15009 0.108 0.089 -0.079
C -4.31655 -1.90160 0.66326 0.100 0.028 0.105
C -3.06736 -1.25078 0.02676 -0.011 0.043 0.094
H -5.08953 -0.15325 2.64029 -0.037 0.026 0.003
H -3.79629 -0.62353 3.75211 0.019 -0.016 0.028
H -2.42793 0.85039 2.53235 0.040 0.038 0.047
H -3.57424 0.95644 1.20412 -0.021 0.034 -0.041
H -1.12548 -1.22362 2.72885 0.056 0.045 0.061
H -0.96692 -2.28548 1.32955 0.067 -0.019 -0.040
H -2.72101 -2.77532 3.51437 0.001 0.004 0.032
H -2.79972 -3.58416 1.94248 0.003 -0.033 -0.025
H -4.84918 -2.47351 2.58812 -0.025 -0.025 0.010
H -5.22889 -1.33461 0.49254 -0.021 0.037 0.008
H -4.46911 -2.92227 0.32197 -0.015 -0.040 -0.012
H -3.36958 -0.48919 -0.68735 0.004 0.023 -0.032
H -2.47012 -1.98602 -0.50430 0.037 -0.059 -0.018
Te -0.73372 3.34524 1.28452 -0.056 0.059 0.263

=====

Record 3
103
Properties=species:S:1:pos:R:3:forces:R:3 method="wB97M-V/def2-TZVPD" gap_ev=1.869 e_lumo_ev=-2.706
C -3.23656 -2.52545 2.00562 -0.932 0.221 0.799
C -2.94400 -1.41384 3.09484 0.956 -1.597 -0.215
O -2.30128 -1.80680 4.04942 -0.797 0.695 -0.262
N -3.45231 -0.05687 3.02085 0.746 -0.957 -0.346
C -3.74880 0.42460 4.38441 -0.912 0.197 0.720
C -2.60998 0.86757 2.23020 -1.244 2.093 0.339
S -1.26912 1.74139 3.23734 1.101 -0.588 0.082
C -3.43666 2.12412 1.72387 -0.637 2.454 -1.398
F -3.50592 3.25040 2.62410 -0.430 -2.036 0.327
C -4.91727 2.02342 1.23902 -1.580 0.028 -0.022
C -5.99244 1.68557 2.34038 0.719 0.446 0.794
C -7.46820 2.06437 1.95250 0.595 0.398 0.477
C -7.89943 1.74310 0.45597 -1.116 0.059 0.543
C -8.81958 0.45315 0.31100 1.244 2.921 -0.277
F -9.28862 0.51856 -0.99229 0.100 -0.872 1.939
F -9.85399 0.65111 1.24094 0.746 -0.988 -1.347
C -7.96153 -0.82936 0.60109 1.443 -0.301 0.938
F -7.69652 -0.95142 1.94818 -0.736 0.721 -1.719
F -6.71788 -0.73194 0.01326 -2.017 0.347 0.263
S -8.69161 -2.46906 0.04088 -0.165 -3.850 0.479
F -8.90912 -2.93955 1.60749 -0.036 0.510 -1.673
F -10.22235 -1.91770 0.05934 1.578 0.035 -0.431
F -8.46274 -2.13472 -1.52759 -0.397 0.254 1.714
F -7.19192 -3.14590 0.13251 -1.582 0.870 -0.299
F -9.26668 -3.92476 -0.41375 0.546 1.658 0.426
C -2.61035 2.72130 0.50686 -1.200 -1.594 -0.199
O -2.85052 3.78148 -0.06905 -0.580 -5.052 -0.793
N -1.55133 1.73613 0.28166 -0.976 1.119 -0.690
C -1.96516 0.42036 0.85929 1.607 0.850 -0.994
S -3.02695 -0.29673 -0.50318 -1.623 -0.654 0.770
C -0.66883 -0.44697 0.80231 3.146 -2.401 0.598
C 0.07703 -0.97769 1.96873 -0.150 0.318 -2.860
C 1.26579 -1.76375 1.67209 -0.688 0.447 1.090
N 1.80376 -2.13626 0.48950 -1.588 1.078 0.045
C 1.14689 -1.66987 -0.61100 -1.225 1.023 1.084
C -0.03284 -0.83765 -0.47928 -0.473 0.265 0.624
H -4.09266 -2.26376 1.33955 1.000 -0.204 0.317
H -2.31467 -2.85191 1.46844 -0.755 0.635 0.278
H -3.57691 -3.41508 2.61405 0.442 0.954 -0.518
H -4.60509 -0.20544 4.76872 0.950 0.602 -0.294
H -2.90006 0.36732 5.10738 -0.557 -0.099 -0.764
H -4.11342 1.48059 4.35616 0.413 -0.872 -0.169
H -1.87979 2.38985 4.27535 -0.385 -0.489 -0.946
H -5.09807 1.33124 0.37796 0.719 0.518 0.753
H -5.18856 3.05220 0.84969 0.700 -0.927 0.358
H -5.73178 2.31479 3.24322 -0.364 -0.654 -0.888
H -5.89532 0.62376 2.67853 -0.313 0.835 -0.474
H -8.15025 1.59551 2.76266 0.813 0.362 -1.406
H -7.55372 3.21358 2.10837 0.896 -1.628 -0.496
H -7.07087 1.69468 -0.28812 -0.499 0.064 0.871
H -8.57069 2.59045 0.11452 0.566 -1.037 -0.003
H -1.54446 1.67700 -0.74581 0.856 -0.164 0.491
H -4.22358 -0.58617 0.12852 1.019 0.268 -0.327
H -0.25458 -0.73979 3.00343 0.554 -0.422 -0.952
H 1.83115 -2.12349 2.57052 -0.527 0.248 -0.800
H 1.56105 -1.93866 -1.61680 -0.508 0.389 1.111
H -0.49152 -0.46339 -1.43171 0.547 -0.447 0.967
Na -9.47049 3.39106 2.35820 -0.782 0.135 0.068
C 5.28238 -2.13612 -3.49015 -2.224 1.046 0.647
N 3.86066 -1.78445 -3.23405 -0.350 0.830 -0.042
O 3.06687 -2.72640 -3.09623 0.328 -0.365 0.111
O 3.58874 -0.62622 -3.17996 -0.325 -0.563 -0.598
H 5.37327 -3.22031 -3.51257 -4.092 2.446 1.143
H 5.56373 -1.70514 -4.45783 -0.067 0.170 0.185
H 5.88235 -1.71326 -2.67725 -0.137 0.396 -0.060
C 5.92031 -3.57527 -7.40912 -0.059 0.781 -0.766
Br 6.01627 -4.95732 -6.03940 -3.605 -3.938 -6.837
Br 4.15848 -2.79855 -7.51669 0.367 -0.194 0.220
Br 7.29218 -2.22538 -7.17595 -0.258 -0.032 0.065
H 6.11340 -4.06192 -8.35955 0.010 -0.106 0.245
Cl -2.04919 5.15073 1.25701 1.910 3.884 2.426
F 5.08322 0.65501 -1.86433 0.905 -0.405 0.839
C 6.86761 0.05788 3.46146 0.185 0.372 -0.105
C 6.16581 0.50241 2.17550 0.307 0.049 -0.364
C 6.18603 -0.53816 1.04364 -0.448 0.295 -0.380
O 7.43933 -0.67122 0.39149 0.018 -0.628 0.485
C 8.38514 -1.45539 1.09445 -0.021 0.531 -0.429
N 6.75697 1.76664 1.74331 -0.081 -0.085 0.071
H 7.95312 0.13026 3.39087 -0.018 0.010 -0.060
H 6.56262 0.69933 4.29775 0.015 0.036 -0.011
H 6.61358 -0.96421 3.72466 1.833 3.428 -3.371
H 5.11467 0.68263 2.42636 -0.012 -0.003 -0.152
H 5.48368 -0.19850 0.26809 0.184 0.083 -0.210
H 5.82203 -1.52389 1.38130 0.097 -0.159 0.142
H 7.91306 -2.28961 1.63064 -0.046 -0.019 0.056
H 8.95770 -0.83088 1.78555 0.077 -0.184 0.174
H 9.08863 -1.86443 0.36756 -0.048 -0.006 0.004
H 6.21862 2.12406 0.95573 -0.051 -0.003 0.057
H 7.66721 1.55489 1.33820 -0.066 0.057 0.017
Cl 2.78443 2.61292 -4.75176 -0.074 -0.029 -0.071
C 2.88258 3.64619 -3.30247 -0.115 0.177 0.327
C 3.42317 2.90073 -2.10282 0.375 0.362 -0.262
Cl 2.28870 1.66900 -1.51146 -0.312 0.027 0.137
H 1.88900 4.05077 -3.10940 0.012 -0.101 -0.071
H 3.54634 4.47540 -3.55065 0.050 -0.113 0.019
H 3.58998 3.59904 -1.28072 -0.162 0.063 -0.057
H 4.37031 2.40173 -2.32534 -0.191 -0.398 0.110
K 6.03014 -2.00835 4.79644 -2.113 -3.667 3.467
N 7.86873 1.25268 -7.50555 -0.293 0.227 0.051
O 6.72625 1.69707 -7.71441 -0.001 -0.080 -0.017
O 8.56280 0.84033 -8.45968 0.175 -0.361 -0.154
O 8.32286 1.21530 -6.34125 0.091 -0.294 0.139
Cs 7.01856 -3.85129 -4.03191 10.003 0.280 5.173